# 1
The following is a quantum chemistry calculation of C6H6NdO5S as an isolated structure, from the Open Molecules 2025 dataset.

Geometry as ORCA input:
```
! RIJCOSX wB97M-V def2-TZVPD def2/J DEFGRID3
* xyz 3 4
Nd 0.488 -0.884 -0.034
O -2.690 -3.391 -0.169
C -1.854 -2.606 -0.193
C -0.790 1.161 0.538
O -1.382 2.142 0.716
C 1.563 0.578 -1.726
O 2.050 1.228 -2.549
C -0.934 0.271 -1.820
O -1.547 0.894 -2.576
C 3.141 -0.867 3.820
S 1.830 0.184 3.196
C 2.832 1.519 2.516
O 1.439 -0.593 1.876
H 3.403 -0.499 4.818
H 4.014 -0.824 3.160
H 2.761 -1.891 3.893
H 3.839 1.143 2.288
H 2.359 1.939 1.619
H 2.878 2.287 3.297
*
```

Output
ΔE to the lowest compared entry with this formula, charge and spin ... 0.023 eV
LUMO energy (alpha / beta) ... -14.20 / -14.07 eV
⟨S²⟩ ... 3.75

***

# 2
The following is a quantum chemistry calculation of C15H31Cl6CuO5S2 as an isolated structure, from the Open Molecules 2025 dataset.

Geometry as ORCA input:
```
! RIJCOSX wB97M-V def2-TZVPD def2/J DEFGRID3
* xyz 0 1
Cu 1.789 -4.014 -3.325
C -0.263 -0.217 -0.544
O 0.761 -0.534 -1.359
H -0.516 0.837 -0.427
H -1.230 -0.635 -0.821
H -0.206 -0.645 0.457
C 0.300 -5.828 3.948
C -1.156 -6.254 3.914
C -1.677 -6.125 2.506
S -0.222 -6.723 1.569
O -0.207 -6.051 0.293
O -0.421 -8.173 1.675
C 1.022 -6.137 2.729
H 0.755 -6.463 4.708
H 0.457 -4.816 4.321
H -1.711 -5.671 4.649
H -1.204 -7.321 4.132
H -1.862 -5.135 2.092
H -2.522 -6.701 2.128
H 1.459 -5.241 2.289
H 1.799 -6.895 2.832
C 2.641 1.895 5.173
C 2.457 2.963 4.139
C 3.582 2.729 3.096
S 5.072 2.192 4.022
O 5.934 3.389 4.216
O 5.548 0.939 3.426
C 4.102 1.755 5.566
H 2.220 0.983 4.749
H 2.209 2.082 6.156
H 2.471 3.999 4.478
H 1.467 2.879 3.692
H 3.806 3.580 2.454
H 3.274 1.880 2.486
H 4.498 2.330 6.402
H 4.314 0.708 5.784
Cl -0.087 5.954 -4.840
C 0.882 4.579 -4.261
C 1.908 4.224 -5.330
Cl 2.800 5.609 -5.988
H 0.181 3.768 -4.065
H 1.319 4.728 -3.273
H 1.523 3.638 -6.164
H 2.666 3.566 -4.907
Cl -3.377 -1.297 -8.917
C -1.896 -0.463 -8.305
C -1.990 -0.192 -6.850
Cl -3.117 1.120 -6.569
H -1.814 0.504 -8.802
H -0.983 -1.032 -8.481
H -1.010 0.069 -6.450
H -2.209 -1.062 -6.230
Cl -7.454 3.152 -0.152
C -5.709 3.119 -0.723
C -5.021 4.499 -0.565
Cl -4.818 5.048 1.167
H -5.770 2.816 -1.769
H -5.197 2.326 -0.178
H -5.596 5.264 -1.086
H -3.973 4.504 -0.865
*
```

Output
LUMO energy ... -3.43 eV

***

# 3
The following is a quantum chemistry calculation of C20H47AgNbO5P as an isolated structure, from the Open Molecules 2025 dataset.

Geometry as ORCA input:
```
! RIJCOSX wB97M-V def2-TZVPD def2/J DEFGRID3
* xyz 0 1
C -1.804 2.937 -5.600
C -2.114 3.679 -4.144
C -3.751 3.795 -3.842
C -4.103 3.295 -2.311
C -4.403 1.676 -2.369
C -3.107 0.761 -1.861
C -2.823 0.927 -0.225
Nb -0.861 -0.137 0.393
O -0.981 -1.146 -1.506
C 0.269 1.513 -0.694
C 1.297 2.394 0.222
C 1.110 -1.082 0.948
C 1.654 -2.311 0.033
C 3.129 -1.984 -0.687
C 4.346 -2.701 0.206
C 5.693 -1.721 0.323
C 6.281 -1.376 -1.175
C -2.150 -1.751 1.326
C -1.395 -2.969 2.096
C -1.274 -2.750 3.750
C 0.251 -2.982 4.322
O 0.720 -1.648 4.796
C 2.197 -1.725 4.795
P -0.925 1.284 2.570
O -2.103 0.817 3.543
O 0.561 1.127 3.477
O -1.190 2.981 2.264
H -2.254 3.577 -6.486
H -2.271 1.841 -5.652
H -0.628 2.891 -5.733
H -1.625 2.999 -3.321
H -1.637 4.756 -4.206
H -4.349 3.127 -4.600
H -4.039 4.925 -3.945
H -5.091 3.839 -1.925
H -3.255 3.532 -1.542
H -5.332 1.359 -1.715
H -4.638 1.286 -3.468
H -2.113 1.062 -2.419
H -3.419 -0.353 -2.045
H -2.807 2.072 0.012
H -3.694 0.364 0.323
H -1.372 -2.055 -1.312
H 0.865 1.135 -1.657
H -0.533 2.283 -1.128
H 2.265 2.600 -0.445
H 1.641 1.897 1.222
H 0.888 3.482 0.496
H 1.048 -1.427 2.081
H 1.954 -0.238 0.927
H 1.894 -3.210 0.781
H 0.913 -2.747 -0.756
H 3.309 -0.829 -0.786
H 3.193 -2.516 -1.754
H 4.671 -3.747 -0.246
H 4.012 -2.920 1.321
H 5.297 -0.714 0.799
H 6.510 -2.176 1.050
H 7.352 -0.913 -1.056
H 6.280 -2.332 -1.885
H 5.568 -0.540 -1.635
H -2.843 -2.223 0.486
H -2.898 -1.211 2.079
H -2.115 -3.918 1.991
H -0.373 -3.317 1.648
H -1.947 -3.576 4.292
H -1.745 -1.719 4.051
H 0.956 -3.376 3.467
H 0.223 -3.796 5.166
H 2.530 -2.867 4.900
H 2.676 -1.345 3.799
H 2.552 -1.090 5.735
H 0.638 1.863 4.158
H -1.444 3.164 1.313
Ag 0.668 0.198 -3.031
*
```

Output
LUMO energy ... -2.50 eV

***

# 4
The following is a quantum chemistry calculation of one molecule with the formula C3H6N4, from the Open Molecules 2025 dataset.

Geometry as ORCA input:
```
! RIJCOSX wB97M-V def2-TZVPD def2/J DEFGRID3
* xyz 0 1
C 1.274 1.377 0.767
C 2.012 0.438 -0.009
C -0.048 1.123 0.517
N 1.181 -0.294 -0.703
N -0.111 0.020 -0.349
N -1.927 -1.516 -0.308
N -1.291 -0.437 -1.003
H 1.623 1.883 1.554
H 3.008 0.188 -0.030
H -0.848 1.447 1.186
H -2.210 -1.281 0.703
H -1.302 -2.340 -0.289
H -1.361 -0.609 -2.036
*
```

Output
ΔE to the lowest compared entry with this formula, charge and spin ... 3.478 eV
SMILES string ... NNn1cccn1
LUMO energy ... 1.12 eV

***

# 5
The following is a quantum chemistry calculation of C15H11N5OSn as an isolated structure, from the Open Molecules 2025 dataset.

Geometry as ORCA input:
```
! RIJCOSX wB97M-V def2-TZVPD def2/J DEFGRID3
* xyz 4 1
Sn 0.043 0.844 -2.859
N -3.527 0.857 0.966
C -2.861 0.741 -0.167
N -1.530 0.614 -0.210
C -0.921 0.622 0.971
N 0.533 0.497 0.881
N 0.986 -0.457 0.338
C 1.740 -1.365 -0.113
C 2.190 -1.488 -1.502
C 3.094 -2.498 -1.758
C 3.632 -2.639 -3.046
C 3.227 -1.761 -4.027
C 2.269 -0.801 -3.706
N 1.742 -0.641 -2.481
C -1.492 0.821 2.214
C -0.799 0.910 3.454
C -1.520 1.080 4.598
C -2.940 1.161 4.559
C -3.645 1.094 3.375
C -2.923 0.924 2.205
H -4.546 0.910 0.924
H -3.434 0.744 -1.086
H 2.058 -2.108 0.623
H 3.401 -3.171 -0.965
H 4.351 -3.423 -3.257
H 3.624 -1.812 -5.034
H 1.903 -0.158 -4.506
H 0.282 0.866 3.486
H -1.015 1.159 5.553
H -3.483 1.289 5.489
H -4.725 1.176 3.364
O 2.479 3.396 -4.354
C 1.808 2.618 -3.931
*
```

Output
LUMO energy ... -15.46 eV

***

# 6
The following is a quantum chemistry calculation of C25H17BrClF3N4O4SY as an isolated structure, from the Open Molecules 2025 dataset.

Geometry as ORCA input:
```
! RIJCOSX wB97M-V def2-TZVPD def2/J DEFGRID3
* xyz -1 1
Y 0.095 0.302 1.088
F 1.157 1.129 7.035
C 1.670 2.029 6.165
F 0.756 2.979 5.992
F 2.712 2.613 6.812
C 2.133 1.369 4.892
C 3.445 0.939 4.863
C 3.973 0.302 3.748
C 3.129 0.132 2.675
N 1.854 0.517 2.702
C 1.283 1.107 3.788
S -0.414 1.401 3.684
H 4.070 1.115 5.728
H 5.001 -0.029 3.705
H 3.461 -0.317 1.745
O -0.247 -1.585 2.440
N -0.699 -2.661 1.964
N -1.238 -2.518 0.814
O -1.300 -1.359 0.192
C -1.754 -3.685 0.142
C -1.977 -3.583 -1.220
C -2.459 -4.689 -1.908
C -2.719 -5.877 -1.239
C -2.499 -5.953 0.132
C -2.024 -4.857 0.834
H -1.786 -2.647 -1.722
H -2.632 -4.613 -2.974
H -3.097 -6.736 -1.779
H -2.704 -6.874 0.664
H -1.851 -4.904 1.900
Br -2.639 -0.559 -3.974
C -0.838 0.017 -3.852
C -0.253 0.658 -4.928
N 1.023 1.052 -4.917
C 1.732 0.801 -3.815
C 1.214 0.176 -2.686
C -0.111 -0.218 -2.701
C 2.115 -0.086 -1.505
O 3.321 -0.008 -1.666
O 1.522 -0.406 -0.396
H -0.828 0.852 -5.827
H 2.770 1.105 -3.807
H -0.553 -0.722 -1.849
Cl -2.497 1.512 0.300
C -1.790 2.550 -0.949
C -2.573 2.859 -2.044
C -2.006 3.566 -3.091
C -0.664 3.929 -3.002
C 0.080 3.633 -1.870
C -0.461 2.942 -0.771
C 0.289 2.591 0.445
H -3.599 2.516 -2.089
H -2.594 3.805 -3.968
H -0.193 4.451 -3.827
H 1.120 3.935 -1.813
H -0.220 2.998 1.327
H 1.300 3.004 0.412
*
```

Output
ΔE to the lowest compared entry with this formula, charge and spin ... 0.335 eV
LUMO energy ... 2.34 eV

***

Let's list calculated total energy in order: -1566.847377 -6164.033343 -1711.191094 -336.821446 -1139.804545 -5253.395994 Ha.